1.
Molecular formula: C6H13N3
Method: DFT, ωB97M-V/def2-TZVPD

Element x y z (Å)
C: 0.255 -0.583 -0.363
C: 0.460 1.816 -0.289
C: -0.361 -1.904 0.016
N: -0.022 0.575 0.321
C: -1.821 0.580 0.118
N: -2.368 0.264 1.313
C: 2.019 -0.686 0.292
C: 3.060 -0.407 -0.480
N: -2.433 0.886 -0.946
H: 0.347 -0.465 -1.448
H: -1.739 0.336 2.100
H: -3.301 0.607 1.514
H: -3.453 0.926 -0.839
H: 2.110 -1.106 1.289
H: 1.467 2.034 0.072
H: 0.436 1.792 -1.383
H: -0.158 2.648 0.058
H: -0.464 -2.005 1.098
H: -1.332 -2.027 -0.473
H: 0.265 -2.725 -0.346
H: 2.948 0.087 -1.443
H: 4.082 -0.643 -0.183

Molar mass   127.19 u
SMILES   [H]/N=C(\N)N(C)[C@H](C)C=C
Orbital gap   9.33 eV
E_tot   -10899.665 eV
Energy above the lowest of the compared OMol25 structures with the same formula, charge and spin   361.53 kJ/mol

---

2.
Molecular formula: C6H13N3
Method: DFT, ωB97M-V/def2-TZVPD

Element x y z (Å)
C: -0.558 2.006 -0.076
C: -1.698 0.010 -0.245
C: 0.938 0.091 -0.068
C: -2.712 -0.995 -0.360
C: 2.270 -0.213 -0.834
C: 1.028 -0.337 1.350
N: 0.622 1.566 -0.202
N: -1.640 1.216 0.234
N: -0.116 -0.572 -0.843
H: -0.728 3.092 0.008
H: -2.561 -1.894 0.298
H: -2.710 -1.510 -1.375
H: -3.770 -0.626 -0.146
H: 2.902 0.584 -0.460
H: 2.346 -0.349 -1.959
H: 2.677 -1.150 -0.460
H: 1.472 -1.381 1.429
H: 0.120 -0.128 1.789
H: 1.853 0.288 1.910
H: 1.408 2.163 -0.398
H: -2.533 1.648 0.335
H: 0.017 -1.519 -1.128

Molar mass   127.19 u
Orbital gap (alpha / beta)   8.28 / 8.25 eV
Charge   +2
E_tot   -10880.476 eV
Energy above the lowest of the compared OMol25 structures with the same formula, charge and spin   0.00 kJ/mol
2S+1   3

---

3.
Molecular formula: C6H13N3O2
Method: DFT, ωB97M-V/def2-TZVPD

Element x y z (Å)
C: -1.291 -0.631 2.334
C: -1.613 0.812 2.667
C: -2.193 1.237 1.363
C: -0.630 0.047 -2.580
C: 0.380 -0.456 -1.529
C: 3.071 -0.051 -0.074
H: -0.267 -0.899 2.584
H: -1.988 -1.342 2.812
H: -0.729 1.430 2.904
H: -2.324 0.923 3.503
H: -2.632 2.212 1.171
H: -1.673 -0.055 -2.238
H: -0.467 1.101 -2.827
H: -0.503 -0.535 -3.512
H: 0.181 -1.495 -1.261
H: 0.309 0.145 -0.601
H: 2.027 0.438 -2.407
H: 3.092 -1.760 -1.252
H: 2.547 0.917 -0.106
N: -2.098 0.383 0.421
N: 1.747 -0.467 -2.043
N: 2.643 -0.876 -1.059
O: -1.463 -0.742 0.927
O: 3.871 -0.337 0.803

Molar mass   159.19 u
SMILES   C1=NOCC1.CCNNC=O
Orbital gap   10.15 eV
E_tot   -14995.360 eV
Energy above the lowest of the compared OMol25 structures with the same formula, charge and spin   259.67 kJ/mol

---

4.
Molecular formula: C6H13N4
Method: DFT, ωB97M-V/def2-TZVPD

Element x y z (Å)
C: 1.088 -0.018 -0.142
C: 0.873 2.213 0.945
C: 1.866 -1.189 0.247
C: -1.016 1.160 0.033
C: -2.758 -0.126 -1.187
C: -2.260 1.091 -0.470
N: 1.612 1.201 0.452
N: -0.413 2.203 0.736
N: 3.177 -0.959 -0.226
N: -0.255 -0.017 0.084
H: 1.468 0.148 -1.302
H: 1.264 3.116 1.454
H: 1.600 -2.274 -0.106
H: -2.443 -1.004 -0.569
H: -2.083 -0.364 -2.122
H: -3.822 0.080 -1.423
H: 1.982 -1.191 1.301
H: -2.938 1.925 -0.300
H: -1.058 2.908 1.077
H: 2.586 1.140 0.785
H: 3.324 -1.135 -1.271
H: 4.002 -1.170 0.380
H: -0.732 -0.940 -0.281

Molar mass   141.20 u
SMILES   C/C=C1\N[C@H](CN)NC=[NH+]1
Orbital gap   8.74 eV
Charge   +1
E_tot   -12385.179 eV
Energy above the lowest of the compared OMol25 structures with the same formula, charge and spin   166.81 kJ/mol

---

5.
Molecular formula: C6H13N4
Method: DFT, ωB97M-V/def2-TZVPD

Element x y z (Å)
C: -2.783 2.544 1.689
C: 0.193 1.295 -1.782
C: -0.659 2.288 -0.988
C: 0.990 0.358 -0.879
C: 0.336 -2.611 1.055
C: 0.602 -1.303 0.941
N: -2.225 2.141 0.746
N: -1.498 1.560 -0.051
N: 0.848 -3.436 1.992
N: 0.036 -0.513 -0.141
H: -3.642 2.858 2.206
H: -0.451 0.706 -2.437
H: 0.878 1.860 -2.412
H: -0.012 2.990 -0.446
H: -1.276 2.870 -1.681
H: 1.681 -0.255 -1.460
H: 1.567 0.928 -0.149
H: -0.311 -3.090 0.329
H: 1.223 -0.755 1.624
H: 1.390 -3.048 2.743
H: 0.426 -4.333 2.153
H: -0.745 0.226 0.143
H: -0.413 -1.154 -0.800

Molar mass   141.20 u
Orbital gap   9.57 eV
Charge   +1
E_tot   -12383.790 eV
Energy above the lowest of the compared OMol25 structures with the same formula, charge and spin   300.86 kJ/mol

---

6.
Molecular formula: C6H13N4O3
Method: DFT, ωB97M-V/def2-TZVPD

Element x y z (Å)
C: -1.337 0.870 1.781
C: -1.369 0.438 -0.496
C: 2.931 0.585 1.213
C: 2.407 1.665 -0.935
C: -3.456 -2.460 -0.927
C: 2.161 0.451 0.020
N: 0.017 0.005 -0.592
N: -2.083 -0.806 -0.232
N: -2.916 -1.210 -1.048
N: 0.738 0.542 0.252
O: -1.552 1.355 0.561
O: -1.057 -0.244 2.084
O: 2.499 -0.737 -0.648
H: -1.549 1.580 2.518
H: -1.801 -1.323 0.559
H: -1.857 0.958 -1.404
H: 2.573 0.100 2.124
H: 3.294 1.567 1.484
H: 3.892 0.083 0.960
H: 1.665 2.431 -0.746
H: 2.286 1.366 -1.932
H: 3.476 1.893 -0.717
H: -2.856 -3.037 -1.523
H: -4.481 -2.452 -1.254
H: -3.349 -2.714 0.102
H: 1.725 -0.905 -1.206

Molar mass   189.19 u
SMILES   C/N=[NH+]/[C@H](/N=N/C(C)(C)O)OC=O
Orbital gap   7.38 eV
Charge   +1
E_tot   -18524.568 eV
Energy above the lowest of the compared OMol25 structures with the same formula, charge and spin   421.16 kJ/mol

---

7.
Molecular formula: C6H13N5O3
Method: DFT, ωB97M-V/def2-TZVPD

Element x y z (Å)
C: 0.348 0.492 -1.886
C: 0.100 2.379 -0.142
C: 0.651 -0.155 0.622
C: -0.683 -2.776 2.208
C: 0.459 -2.461 1.279
C: -0.202 0.964 -0.576
N: -1.590 0.712 -0.324
N: 1.203 1.225 -2.575
N: 1.350 2.773 0.013
N: -0.086 -0.660 -2.341
N: -0.909 3.188 0.037
O: 1.521 0.365 1.211
O: -2.074 -0.331 -0.680
O: 0.100 -1.262 0.464
H: -0.806 -2.005 2.965
H: -1.613 -2.904 1.660
H: -0.460 -3.714 2.713
H: 0.601 -3.243 0.529
H: 1.391 -2.252 1.805
H: 1.549 2.118 -2.258
H: 1.516 0.926 -3.491
H: 2.103 2.102 0.134
H: 1.550 3.707 0.361
H: -0.871 -1.136 -1.880
H: 0.176 -0.988 -3.263
H: -1.860 2.851 -0.079
H: -0.792 4.139 0.372

Molar mass   203.20 u
Orbital gap (alpha / beta)   8.82 / 8.94 eV
Charge   +2
E_tot   -20006.757 eV
Energy above the lowest of the compared OMol25 structures with the same formula, charge and spin   0.00 kJ/mol
2S+1   3

---

8.
Molecular formula: C6H13NO
Method: DFT, ωB97M-V/def2-TZVPD

Element x y z (Å)
C: -1.455 -2.043 0.633
C: -1.236 0.975 -1.046
C: -1.350 0.966 0.403
C: -1.539 1.228 1.617
O: -0.677 -0.905 0.930
H: -2.524 -1.864 0.816
H: -1.324 -2.314 -0.421
H: -1.132 -2.898 1.237
H: -1.766 0.131 -1.490
H: -1.687 1.902 -1.416
H: -0.188 0.947 -1.349
H: -1.839 2.067 2.214
H: -1.088 -0.113 1.793
N: 2.023 -0.978 -0.321
C: 2.557 0.205 -0.780
C: 2.282 1.435 -0.326
H: 1.178 -0.939 0.245
H: 2.081 -1.775 -0.931
H: 3.321 0.076 -1.541
H: 2.820 2.289 -0.710
H: 1.543 1.607 0.446

Molar mass   115.18 u
Orbital gap   8.73 eV
E_tot   -9965.480 eV
Energy above the lowest of the compared OMol25 structures with the same formula, charge and spin   549.41 kJ/mol

---

9.
Molecular formula: C6H13NO
Method: DFT, ωB97M-V/def2-TZVPD

Element x y z (Å)
C: 1.393 -2.040 -2.045
O: 2.328 -2.584 -1.133
C: 0.925 -0.675 -1.526
C: 0.220 -0.781 -0.147
C: -0.835 0.296 0.022
C: -0.877 0.964 1.173
N: -1.922 1.810 1.592
C: -1.491 3.026 2.277
H: 1.865 -1.842 -3.010
H: 0.510 -2.680 -2.050
H: 3.057 -3.049 -1.510
H: 1.766 -0.013 -1.434
H: 0.207 -0.291 -2.255
H: -0.263 -1.760 -0.074
H: 0.988 -0.717 0.622
H: -1.516 0.410 -0.807
H: -0.009 0.931 1.821
H: -2.531 1.988 0.805
H: -1.311 3.906 1.656
H: -0.572 2.817 2.808
H: -2.187 3.273 3.084

Molar mass   115.18 u
SMILES   CN/C=C/CCCO
Orbital gap   8.92 eV
E_tot   -9969.135 eV
Energy above the lowest of the compared OMol25 structures with the same formula, charge and spin   196.75 kJ/mol

---

10.
Molecular formula: C6H13NO
Method: DFT, ωB97M-V/def2-TZVPD

Element x y z (Å)
C: 0.763 -0.120 -0.276
C: 0.105 0.568 1.444
C: 1.037 -1.581 0.020
C: 2.032 0.682 -0.502
C: -1.028 0.667 0.536
N: -2.818 -0.290 -0.815
C: -2.015 -0.272 0.321
O: -1.186 1.869 -0.163
H: -0.382 2.393 -0.055
H: 0.172 -0.064 -1.201
H: -2.929 -1.178 -1.288
H: -2.700 0.504 -1.427
H: 0.181 -0.326 2.045
H: 0.452 1.500 1.886
H: -2.091 -1.124 0.978
H: 1.512 -2.038 -0.852
H: 0.114 -2.122 0.215
H: 1.711 -1.697 0.866
H: 2.552 0.290 -1.384
H: 2.707 0.608 0.346
H: 1.811 1.730 -0.695

Molar mass   115.18 u
Orbital gap   7.09 eV
E_tot   -9967.111 eV
Energy above the lowest of the compared OMol25 structures with the same formula, charge and spin   392.08 kJ/mol